Molecular formula: C17H16Cl3N2O5RhS2Si
Method: DFT, the ωB97M-V functional and the def2-TZVPD basis

Structure (XYZ):
```
47
Properties=species:S:1:pos:R:3:forces:R:3
Rh -0.45026 0.42626 -0.94204 0.0810 0.9014 0.1773
C 3.99657 -2.55091 2.95981 0.0043 -0.0117 -0.0015
Si 3.20062 -0.86914 2.78459 -0.0004 -0.0141 -0.0100
C 4.40254 0.47715 3.27469 0.0016 0.0078 0.0060
C 1.67473 -0.75801 3.84690 -0.0140 0.0006 -0.0019
C 2.85117 -0.61589 0.93801 0.1485 -0.1076 -0.1973
C 3.93613 -0.44979 0.07789 -0.0131 0.0003 -0.0242
C 3.78159 -0.19893 -1.28400 -0.0407 -0.0185 0.0084
C 2.50428 -0.09300 -1.79257 0.0547 -0.0426 -0.0510
N 1.45320 -0.29913 -1.00220 -0.1595 0.1422 0.0195
C 1.60730 -0.55711 0.31127 -0.2066 -0.2125 0.2441
S -0.00132 -0.66892 0.99666 -0.0140 -0.1214 0.0068
H 4.25791 -2.75094 4.00133 0.0020 0.0022 -0.0013
H 4.91023 -2.62439 2.36607 -0.0004 -0.0030 -0.0012
H 3.31721 -3.33783 2.62616 0.0020 -0.0029 0.0041
H 4.64836 0.39734 4.33601 0.0023 -0.0014 -0.0016
H 3.96581 1.46321 3.10397 0.0046 0.0032 0.0048
H 5.33852 0.42303 2.71564 0.0010 0.0012 -0.0026
H 1.98229 -0.81358 4.89468 -0.0020 -0.0034 0.0013
H 0.97626 -1.57484 3.66057 -0.0022 0.0031 -0.0047
H 1.14210 0.18164 3.69767 -0.0004 -0.0006 0.0089
H 4.94291 -0.49616 0.47976 0.0033 0.0068 -0.0044
H 4.63534 -0.06303 -1.93144 -0.0003 0.0024 -0.0011
H 2.29664 0.15283 -2.82553 -0.0004 0.0109 0.0029
Cl 0.97705 4.92006 0.06195 -0.0049 -0.0057 -0.0033
C 0.85446 4.15840 -1.51954 0.0134 -0.0141 -0.0090
Cl 2.47306 4.03116 -2.25233 -0.0041 -0.0052 0.0048
Cl -0.20911 5.09387 -2.56391 0.0083 -0.0078 -0.0016
C 0.33880 2.71038 -1.40458 0.1379 -0.0378 -0.0802
O 0.50031 2.10367 -0.30154 0.0361 0.0257 -0.0357
O -0.15967 2.14530 -2.39104 -0.1299 -0.0570 0.0425
O -2.32689 1.18351 -0.50296 -0.1865 -0.1014 -0.1640
C -2.90651 0.24564 -1.12125 0.0327 -0.0728 -0.0410
N -2.11525 -0.65800 -1.67749 0.2183 -0.2650 0.0989
S -2.95482 -1.88573 -2.40506 0.0208 -0.0065 0.0020
O -2.76899 -3.10731 -1.68671 -0.0041 -0.0054 0.0026
O -2.74062 -1.86236 -3.81815 0.0021 0.0001 0.0048
C -4.53500 -1.16557 -2.00716 0.0018 0.0128 0.0037
C -5.79001 -1.63812 -2.32231 0.0095 0.0026 0.0012
C -6.87778 -0.88569 -1.89035 -0.0027 0.0070 0.0039
C -6.70116 0.29388 -1.17284 -0.0014 -0.0040 -0.0039
C -5.42869 0.75871 -0.86495 -0.0044 -0.0040 0.0027
C -4.35124 0.00796 -1.29509 0.0056 -0.0027 -0.0084
H -5.92361 -2.55483 -2.88002 -0.0003 -0.0003 -0.0004
H -7.88011 -1.22430 -2.11666 -0.0002 0.0000 0.0005
H -7.56824 0.85539 -0.85221 -0.0011 -0.0008 -0.0010
H -5.27608 1.67416 -0.30970 0.0017 -0.0004 -0.0007
```
Positions in Å, forces in eV/Å.

Lowest unoccupied orbital energy: -0.6 eV
Energy above the lowest of the compared OMol25 structures with the same formula, charge and spin: 0.000 eV
E: -3720.1923 a.u.
Frontier orbital gap: 7.9 eV
Charge: 0